(1)
{
  "formula": "C4H9N2O",
  "method": "the ωB97M-V functional and the def2-TZVPD basis",
  "e_above_lowest_kj_mol": 379.1,
  "charge": 1,
  "gap_ev": 8.879,
  "elements": ["C", "C", "C", "C", "N", "N", "O", "H", "H", "H", "H", "H", "H", "H", "H", "H"],
  "xyz": [[0.05, 0.82, 2.49], [1.00, 1.77, -1.18], [0.79, 1.16, 0.10], [0.10, 0.26, 1.07], [-0.40, -0.82, 0.61], [-0.97, -1.91, -1.62], [-0.56, 0.24, 3.36], [0.57, 1.82, 2.55], [0.40, 1.57, -2.05], [1.83, 2.37, -1.27], [1.56, 1.58, 0.65], [-0.91, -1.31, 1.27], [-0.64, -1.33, -0.60], [-1.97, -1.80, -1.83], [-0.57, -2.86, -1.35], [-0.25, -1.54, -2.21]]
}

(2)
{
  "formula": "C6H9P",
  "method": "the ωB97M-V functional and the def2-TZVPD basis",
  "e_above_lowest_kj_mol": 377.7,
  "charge": 0,
  "gap_ev": [7.462, 8.743],
  "elements": ["C", "C", "C", "C", "C", "C", "P", "H", "H", "H", "H", "H", "H", "H", "H", "H"],
  "xyz": [[1.09, -0.11, -1.16], [0.74, -0.99, -2.07], [0.10, 0.07, 1.14], [-0.82, -1.10, 1.18], [-1.31, 0.71, -0.82], [0.18, 0.72, -0.34], [-1.99, -0.93, -0.25], [2.13, 0.02, -1.00], [1.29, -1.58, -2.66], [-0.23, 1.00, 1.69], [1.12, -0.15, 1.60], [-0.23, -2.10, 1.00], [-1.14, -1.31, 2.19], [-1.73, 1.67, -0.48], [-1.20, 0.66, -1.93], [0.62, 1.72, -0.06]]
}

Please write out number 1 again, unchanged.
{
  "formula": "C4H9N2O",
  "method": "the ωB97M-V functional and the def2-TZVPD basis",
  "e_above_lowest_kj_mol": 379.1,
  "charge": 1,
  "gap_ev": 8.879,
  "elements": ["C", "C", "C", "C", "N", "N", "O", "H", "H", "H", "H", "H", "H", "H", "H", "H"],
  "xyz": [[0.05, 0.82, 2.49], [1.00, 1.77, -1.18], [0.79, 1.16, 0.10], [0.10, 0.26, 1.07], [-0.40, -0.82, 0.61], [-0.97, -1.91, -1.62], [-0.56, 0.24, 3.36], [0.57, 1.82, 2.55], [0.40, 1.57, -2.05], [1.83, 2.37, -1.27], [1.56, 1.58, 0.65], [-0.91, -1.31, 1.27], [-0.64, -1.33, -0.60], [-1.97, -1.80, -1.83], [-0.57, -2.86, -1.35], [-0.25, -1.54, -2.21]]
}

Repeat the second record exactly.
{
  "formula": "C6H9P",
  "method": "the ωB97M-V functional and the def2-TZVPD basis",
  "e_above_lowest_kj_mol": 377.7,
  "charge": 0,
  "gap_ev": [7.462, 8.743],
  "elements": ["C", "C", "C", "C", "C", "C", "P", "H", "H", "H", "H", "H", "H", "H", "H", "H"],
  "xyz": [[1.09, -0.11, -1.16], [0.74, -0.99, -2.07], [0.10, 0.07, 1.14], [-0.82, -1.10, 1.18], [-1.31, 0.71, -0.82], [0.18, 0.72, -0.34], [-1.99, -0.93, -0.25], [2.13, 0.02, -1.00], [1.29, -1.58, -2.66], [-0.23, 1.00, 1.69], [1.12, -0.15, 1.60], [-0.23, -2.10, 1.00], [-1.14, -1.31, 2.19], [-1.73, 1.67, -0.48], [-1.20, 0.66, -1.93], [0.62, 1.72, -0.06]]
}